Here is 2 unconnected molecules or ions with the total composition C6H11BrCl2Si in a non-equilibrium geometry from the OMol25 dataset. Energies are from the ωB97M-V functional and the def2-TZVPD basis.

```
21
Properties=species:S:1:pos:R:3:forces:R:3
C -1.36166 1.18883 1.32455 1.358 -0.604 -0.933
C -0.63991 0.71239 0.29016 -0.778 1.133 2.014
C -1.75656 1.70828 0.05117 1.055 -1.116 -0.042
C 0.86813 -0.22061 -2.03504 0.393 3.301 1.312
C 0.72051 -1.77641 1.00797 2.018 -1.072 -0.566
C 2.52870 0.60954 0.40771 -1.156 1.648 1.692
Si 0.96830 -0.27807 -0.14434 -0.556 0.419 -0.288
Cl -1.37528 3.35756 -0.46679 -0.211 0.072 -0.058
Cl -3.24608 1.07756 -0.65143 -0.499 0.510 -0.551
Br -3.65067 -2.38663 -0.21816 -0.978 0.877 -0.034
H -4.62093 -1.26709 -0.28287 0.992 -1.119 0.083
H -1.52916 1.26233 2.39149 0.008 -0.066 -0.219
H 0.44143 0.89808 -2.06813 0.713 -2.329 -0.312
H 1.78495 -0.18705 -2.62907 -0.086 -0.368 0.273
H 0.14951 -0.87376 -2.41294 -1.223 -0.962 -0.925
H 0.49123 -1.33957 1.99703 -0.782 -0.473 -0.517
H 0.06010 -2.53762 0.52158 -0.054 0.816 1.060
H 1.68581 -2.36618 1.25051 -1.171 1.001 -0.741
H 3.33615 0.59304 -0.28845 0.655 -0.604 -0.471
H 2.39519 1.75232 0.58124 -0.055 -1.981 0.070
H 2.75024 0.07308 1.37380 0.357 0.918 -0.849
```
Forces are in eV/Å.

Output
frontier orbital gap = 10.214 eV
net charge = 0
structure (SMILES) = C[Si](C)(C)C1=CC1(Cl)Cl.Br
ΔE to the lowest compared entry with this formula, charge and spin = 1.7103 eV